1.
{
  "formula": "C31H25N5O2S3W",
  "method": "ωB97M-V with the def2-TZVPD basis set",
  "elements": ["W", "C", "C", "C", "C", "C", "C", "H", "H", "H", "H", "H", "H", "S", "C", "C", "C", "C", "C", "C", "N", "C", "C", "C", "C", "C", "C", "C", "H", "H", "H", "H", "H", "H", "H", "H", "O", "N", "C", "C", "N", "C", "N", "S", "C", "N", "C", "C", "C", "C", "C", "C", "H", "H", "H", "H", "H", "C", "S", "C", "O", "H", "H", "H", "H", "H", "H"],
  "coordinates": [[-0.1110, -0.0555, 0.1991], [-1.2994, 0.0011, -1.9569], [-2.2112, -0.7176, -1.1473], [-3.3024, -0.0475, -0.5761], [-3.4452, 1.3209, -0.7199], [-2.5019, 2.0492, -1.4386], [-1.4478, 1.3949, -2.0612], [-0.6442, -0.5172, -2.6599], [-2.2598, -1.8058, -1.1795], [-4.0726, -0.6215, -0.0803], [-4.3140, 1.8141, -0.3108], [-2.6329, 3.1140, -1.5778], [-0.7914, 1.9561, -2.7171], [3.5768, -2.5527, -0.4406], [2.4907, -3.1890, -1.6402], [2.7901, -4.0844, -2.6545], [1.7614, -4.5236, -3.4611], [0.4641, -4.0533, -3.2689], [0.1708, -3.1365, -2.2798], [1.1950, -2.6733, -1.4488], [1.1033, -1.7674, -0.3979], [2.2853, -1.6459, 0.2342], [2.3759, -0.9291, 1.4857], [3.4411, -1.1131, 2.3730], [3.3597, -0.5953, 3.6492], [2.2180, 0.0874, 4.0479], [1.1867, 0.3086, 3.1453], [1.2327, -0.1663, 1.8333], [3.7979, -4.4344, -2.7966], [1.9537, -5.2444, -4.2394], [-0.3269, -4.4190, -3.9066], [-0.8471, -2.8057, -2.1473], [4.3022, -1.6924, 2.0782], [4.1649, -0.7603, 4.3456], [2.1242, 0.4340, 5.0664], [0.3055, 0.8418, 3.4914], [1.0349, 0.9410, -0.7393], [1.6762, 1.8894, -1.3504], [2.2651, 1.6317, -2.5045], [2.1762, 0.3265, -3.0194], [1.9584, -0.7784, -3.2592], [2.9289, 2.6622, -3.1942], [3.4560, 3.4946, -3.7780], [-2.8216, -0.7692, 3.8252], [-2.2473, -0.1702, 2.3392], [-1.4319, -0.9496, 1.6435], [-1.2575, -2.1570, 2.3117], [-0.4875, -3.2424, 1.8896], [-0.3539, -4.3323, 2.7233], [-1.0129, -4.3852, 3.9531], [-1.8225, -3.3473, 4.3670], [-1.9290, -2.2351, 3.5444], [-2.5451, 0.8104, 1.9995], [-0.0214, -3.2303, 0.9157], [0.2729, -5.1567, 2.4205], [-0.8973, -5.2552, 4.5791], [-2.3575, -3.3814, 5.3024], [0.9782, 3.8440, 0.7151], [-0.2031, 2.9971, 1.8031], [-1.5186, 4.2577, 1.7782], [-0.8460, 1.9032, 0.9168], [0.5289, 4.0114, -0.2586], [1.8664, 3.2228, 0.6206], [1.2641, 4.7900, 1.1657], [-2.0167, 4.2685, 2.7430], [-2.2183, 3.9825, 0.9959], [-1.1071, 5.2404, 1.5802]],
  "e_tot_ha": -2881.59641,
  "spin_multiplicity": 3,
  "charge": 2,
  "orbital_gap_ev": [6.23, 6.64],
  "lumo_energy_ev": [-7.162, -7.174],
  "e_above_lowest_ev": 1.858
}



2.
{
  "formula": "C31H26Br3F5",
  "method": "ωB97M-V with the def2-TZVPD basis set",
  "elements": ["F", "C", "C", "C", "C", "C", "C", "H", "H", "H", "H", "H", "F", "C", "C", "C", "C", "C", "C", "H", "H", "H", "H", "H", "F", "C", "C", "C", "C", "C", "C", "H", "H", "H", "H", "H", "F", "C", "C", "C", "C", "C", "C", "H", "H", "H", "H", "H", "F", "C", "C", "C", "C", "C", "C", "H", "H", "H", "H", "H", "C", "Br", "Br", "Br", "H"],
  "coordinates": [[-3.1563, -0.5425, -3.7348], [-3.2415, 0.5931, -3.1004], [-4.2444, 1.5211, -3.5158], [-4.3239, 2.7440, -2.9189], [-3.5046, 3.0302, -1.8473], [-2.5016, 2.1005, -1.4013], [-2.3251, 0.8996, -2.0692], [-4.8929, 1.1035, -4.2718], [-5.0304, 3.5159, -3.1862], [-3.6537, 3.8995, -1.2241], [-1.8783, 2.2777, -0.5373], [-1.5634, 0.2103, -1.7358], [-4.1258, -5.6603, 0.6896], [-3.9576, -4.6324, 1.5673], [-4.3864, -4.8122, 2.8604], [-4.1128, -3.8912, 3.8595], [-3.3959, -2.7796, 3.5145], [-3.0826, -2.5127, 2.1919], [-3.3982, -3.4372, 1.2005], [-5.0382, -5.6477, 3.0694], [-4.4188, -4.1157, 4.8706], [-3.0743, -2.0087, 4.1991], [-2.5293, -1.6069, 1.9928], [-3.0196, -3.2625, 0.2042], [0.1668, 3.1911, 0.4525], [-0.2140, 4.4260, 0.7252], [-0.6488, 5.2840, -0.3161], [-1.0582, 6.5804, -0.0719], [-1.1684, 6.9607, 1.2533], [-0.8926, 6.0903, 2.3167], [-0.3740, 4.8221, 2.0550], [-0.7265, 4.9299, -1.3334], [-1.2185, 7.2950, -0.8657], [-1.5312, 7.9499, 1.4905], [-0.9612, 6.4438, 3.3349], [-0.1036, 4.0745, 2.7860], [2.0049, -3.4985, 0.1052], [1.6483, -4.6302, 0.7162], [0.4540, -4.6400, 1.4023], [-0.0185, -5.8812, 1.9033], [0.7174, -7.0170, 1.7663], [2.0025, -7.0062, 1.1513], [2.4117, -5.7934, 0.6099], [-0.1061, -3.7323, 1.5717], [-0.9762, -5.8499, 2.4015], [0.3441, -7.9386, 2.1879], [2.6857, -7.8389, 1.2304], [3.3891, -5.7755, 0.1509], [6.7464, -0.4787, -2.9758], [6.4618, 0.8523, -2.8370], [5.4973, 1.2716, -1.9115], [5.2278, 2.5784, -1.7403], [5.8298, 3.5185, -2.6043], [6.7365, 3.1193, -3.5812], [7.0289, 1.7731, -3.6507], [4.9947, 0.5231, -1.3169], [4.5555, 2.9106, -0.9631], [5.6237, 4.5403, -2.3217], [7.1614, 3.8400, -4.2642], [7.7886, 1.4540, -4.3489], [1.0336, -0.3548, 0.8634], [2.3230, 0.9326, -0.0768], [-0.6511, 0.5860, 1.3005], [1.8116, -1.2571, 2.4745], [0.8593, -1.2410, 0.2532]],
  "e_tot_ha": -9418.16992,
  "spin_multiplicity": 1,
  "orbital_gap_ev": 8.29,
  "lumo_energy_ev": -0.649,
  "e_above_lowest_ev": 1.380
}



3.
{
  "formula": "C31H26Cl2F2N10O2PV",
  "method": "ωB97M-V with the def2-TZVPD basis set",
  "elements": ["V", "Cl", "C", "C", "C", "N", "C", "O", "C", "C", "C", "C", "C", "N", "C", "C", "C", "Cl", "N", "C", "O", "C", "C", "C", "C", "C", "N", "H", "H", "H", "H", "H", "H", "H", "H", "H", "H", "C", "N", "C", "C", "N", "C", "P", "C", "N", "C", "C", "N", "C", "C", "N", "C", "C", "N", "C", "H", "H", "H", "H", "H", "H", "H", "H", "H", "H", "H", "H", "H", "H", "H", "F", "C", "F", "H"],
  "coordinates": [[0.4265, 0.1498, 0.5626], [-1.1997, -2.5017, 6.5510], [-1.5125, -1.9702, 4.9219], [-0.6882, -1.0082, 4.3527], [-0.8860, -0.6015, 3.0396], [-0.1482, 0.3685, 2.3856], [0.3346, 1.4685, 3.0087], [0.4424, 1.6829, 4.2260], [0.6067, 2.4913, 1.9765], [0.9868, 3.7944, 2.2744], [0.9785, 4.7458, 1.2744], [0.5605, 4.3575, -0.0099], [0.2483, 3.0408, -0.2495], [0.3065, 2.0845, 0.7067], [-1.9124, -1.1841, 2.2529], [-2.7585, -2.1135, 2.8701], [-2.5578, -2.5033, 4.1836], [-3.6324, -3.6793, 4.8852], [-1.9380, -0.9294, 0.9047], [-3.1043, -0.9913, 0.2554], [-4.2262, -0.7672, 0.7289], [-3.1152, -1.5330, -1.1636], [-4.2495, -1.3034, -1.9466], [-4.3992, -1.9779, -3.1404], [-3.4111, -2.8750, -3.5258], [-2.3217, -3.0374, -2.6851], [-2.1668, -2.3924, -1.5350], [0.1012, -0.5553, 4.9333], [1.2697, 4.0228, 3.2930], [1.2772, 5.7680, 1.4706], [0.4975, 5.0773, -0.8161], [-0.0276, 2.7088, -1.2407], [-3.5707, -2.5446, 2.3021], [-4.9973, -0.6151, -1.5777], [-5.2678, -1.8118, -3.7669], [-3.4936, -3.4436, -4.4445], [-1.5317, -3.7451, -2.9376], [5.2415, -0.5564, -2.2458], [4.2494, 0.3721, -1.7549], [4.4731, 1.5687, -1.1280], [3.2482, 2.0410, -0.7500], [2.2807, 1.1591, -1.1271], [2.9025, 0.1653, -1.7189], [2.0516, -1.2252, -2.5017], [1.3678, -2.1474, -1.0962], [0.7289, -1.7132, -0.0165], [0.4719, -2.8160, 0.7463], [0.9602, -3.9281, 0.1305], [1.5235, -3.5087, -1.0402], [2.2405, -4.3335, -1.9847], [0.5707, -0.2320, -2.8674], [-0.1266, 0.4643, -1.9942], [-1.1123, 1.0787, -2.7011], [-1.0174, 0.7437, -4.0234], [0.0570, -0.0959, -4.1252], [0.5324, -0.7601, -5.3165], [6.2342, -0.1895, -1.9986], [5.0992, -1.5297, -1.7757], [5.1632, -0.6730, -3.3281], [5.4627, 1.9756, -1.0089], [3.0076, 2.9453, -0.2158], [-0.0547, -2.7512, 1.6830], [0.9680, -4.9637, 0.4236], [2.2357, -5.3597, -1.6248], [1.7765, -4.2992, -2.9712], [3.2736, -3.9982, -2.0809], [-1.8378, 1.7152, -2.2217], [-1.6090, 1.0137, -4.8806], [-0.1261, -0.5267, -6.1498], [1.5446, -0.4382, -5.5627], [0.5407, -1.8402, -5.1666], [2.9279, 0.9646, 1.8399], [2.2532, -0.2241, 1.5092], [3.2406, -0.9357, 0.7494], [2.2045, -0.7876, 2.4528]],
  "e_tot_ha": -4300.50428,
  "spin_multiplicity": 2,
  "charge": -1,
  "orbital_gap_ev": [3.98, 4.18],
  "lumo_energy_ev": [1.892, 1.892]
}